1.
{"formula": "C5H15NO2", "method": "the ωB97M-V functional and the def2-TZVPD basis", "orbital_gap_ev": 9.69, "charge": 0, "lumo_ev": 0.63, "symbols": ["C", "N", "C", "C", "C", "C", "H", "H", "H", "H", "H", "H", "H", "H", "H", "H", "H", "O", "H", "H", "O", "H", "H"], "positions_angstrom": [[-0.99426, 0.62425, -1.00876], [-0.56935, 0.06781, 0.26432], [-0.04170, 1.18806, 1.16421], [1.45403, 1.36624, 1.09885], [1.94444, 0.15999, 0.34248], [0.58378, -0.76268, 0.16325], [-0.21985, 1.34085, -1.37310], [-1.21606, -0.06989, -1.73201], [-1.86377, 1.27727, -0.86521], [-0.59567, 2.19094, 1.08146], [-0.27591, 0.71749, 2.11212], [1.49734, 2.26805, 0.44282], [1.95480, 1.72755, 2.05251], [2.64927, -0.52496, 1.02893], [2.67420, 0.15796, -0.47029], [0.48788, -1.70063, 0.90512], [0.62324, -1.21400, -0.82354], [-3.72824, 0.31438, 1.37006], [-2.93724, 0.46161, 1.07747], [-3.58064, -0.26761, 2.11190], [1.70332, -2.58419, -2.92092], [1.13674, -1.85429, -3.34070], [2.17282, -2.28168, -2.21100]]}


2.
{"formula": "C9H15N4O2", "method": "the ωB97M-V functional and the def2-TZVPD basis", "orbital_gap_ev": [7.38, 7.38], "charge": 1, "lumo_ev": [-4.51, -4.51], "symbols": ["C", "C", "C", "O", "N", "C", "C", "O", "N", "C", "C", "N", "C", "N", "C", "H", "H", "H", "H", "H", "H", "H", "H", "H", "H", "H", "H", "H", "H", "H"], "positions_angstrom": [[-2.12975, 1.06712, -1.26137], [-1.08865, 0.41101, -0.34317], [0.14589, 1.04199, -0.09279], [0.62582, 1.99164, -0.75805], [0.82970, 0.52233, 1.04495], [0.69701, 1.16092, 2.43094], [1.96452, -0.10853, 0.74681], [2.86025, -0.59982, 1.37029], [1.99939, -0.41396, -0.67962], [3.01110, 0.31390, -1.39062], [1.02956, -1.08598, -1.30549], [0.14395, -1.94390, -0.76947], [-0.69621, -1.76464, 0.39289], [-1.44354, -0.68076, 0.41841], [-2.82882, -0.78452, 0.96410], [-1.99111, 0.78633, -2.27742], [-1.97529, 2.19710, -1.47113], [-3.26202, 0.92606, -0.98806], [-0.40832, 1.28453, 2.57448], [0.87968, 0.47984, 3.22016], [1.19402, 2.09051, 2.59814], [2.89056, 1.38545, -1.33138], [3.95450, -0.00518, -1.06163], [2.98932, 0.22277, -2.47293], [1.17405, -1.21284, -2.42733], [-0.12559, -2.63228, -1.38643], [-0.90512, -2.50553, 1.11902], [-2.74570, -0.98952, 2.05194], [-3.30403, 0.21055, 0.90082], [-3.48518, -1.36459, 0.18394]]}


3.
{"formula": "C41H65N2O14", "method": "the ωB97M-V functional and the def2-TZVPD basis", "orbital_gap_ev": 6.85, "charge": 1, "lumo_ev": -4.37, "symbols": ["C", "C", "C", "C", "C", "C", "O", "O", "C", "C", "C", "C", "C", "N", "N", "C", "C", "C", "C", "C", "C", "H", "H", "H", "H", "H", "H", "H", "H", "H", "H", "H", "H", "H", "H", "H", "H", "H", "H", "H", "H", "H", "H", "H", "H", "H", "H", "H", "H", "H", "O", "C", "O", "C", "C", "C", "H", "H", "H", "H", "H", "H", "O", "C", "O", "C", "C", "C", "H", "H", "H", "H", "H", "H", "O", "C", "O", "C", "C", "C", "H", "H", "H", "H", "H", "H", "O", "C", "O", "C", "C", "C", "H", "H", "H", "H", "H", "H", "O", "C", "O", "C", "C", "C", "H", "H", "H", "H", "H", "H", "O", "C", "O", "C", "C", "C", "H", "H", "H", "H", "H", "H"], "positions_angstrom": [[-0.79293, 2.67787, 0.04156], [-0.90328, 3.58192, -1.29058], [0.48428, 4.30495, -1.72347], [1.38571, 4.79211, -0.49203], [0.83634, 5.98547, 0.40790], [-0.55551, 6.74719, 0.10506], [-1.64260, 6.47026, 0.70819], [-0.49882, 7.76404, -0.90702], [1.73561, 6.43912, 1.62086], [3.08491, 5.67563, 1.86828], [3.96263, 6.14446, 3.15150], [4.14813, 4.83633, 4.11613], [5.76325, 4.55378, 4.17613], [6.01916, 3.13981, 4.63999], [3.52604, 4.60463, 0.99836], [2.76479, 4.12155, -0.17552], [3.45636, 2.94683, -1.02153], [2.57705, 1.60084, -1.15637], [3.71042, 3.53499, -2.51938], [5.16373, 3.18964, -3.12619], [5.65621, 1.67487, -2.88290], [0.27601, 2.45483, 0.39014], [-1.40281, 3.08600, 0.92866], [-1.26838, 1.63918, -0.21268], [-1.77309, 4.32130, -1.17907], [-1.15565, 2.85208, -2.16056], [1.02028, 3.56727, -2.43541], [0.27161, 5.25271, -2.36594], [0.37007, 7.72945, -1.38387], [1.38419, 7.31228, 2.28224], [4.97566, 6.56321, 2.81859], [3.41673, 6.95076, 3.75522], [3.66445, 3.89998, 3.65195], [3.69099, 4.98421, 5.15569], [6.17791, 4.65707, 3.09405], [6.19894, 5.34160, 4.89370], [5.94226, 2.47917, 3.83528], [7.02422, 3.09084, 4.90747], [4.44004, 4.16081, 1.23827], [4.45755, 2.64621, -0.51045], [1.94061, 1.55138, -2.12074], [1.92865, 1.34839, -0.24654], [3.33863, 0.72612, -1.25854], [2.93234, 3.09312, -3.26362], [3.47380, 4.67414, -2.49231], [5.08358, 3.33741, -4.27385], [5.89831, 3.97830, -2.70248], [6.50720, 1.46354, -3.64260], [6.04543, 1.50811, -1.81185], [4.79562, 0.92089, -3.08721], [2.63398, -1.58759, -3.07854], [2.94747, -2.29357, -2.14583], [3.82034, -1.92564, -1.16365], [4.04085, -3.03951, -0.28743], [2.84127, -3.93419, -0.47194], [2.47755, -3.70411, -1.92162], [4.97409, -3.53135, -0.57647], [4.13153, -2.68584, 0.74117], [3.04376, -4.97814, -0.23224], [2.02185, -3.59296, 0.17010], [3.02558, -4.37301, -2.58977], [1.40275, -3.79074, -2.08481], [-0.77770, -6.85975, -3.41469], [-1.14227, -5.72657, -3.61610], [-1.69978, -4.91977, -2.66770], [-2.11126, -3.69170, -3.27751], [-1.28370, -3.57389, -4.53466], [-1.09514, -5.01711, -4.94013], [-3.18289, -3.74938, -3.48965], [-1.93116, -2.86155, -2.59224], [-1.75585, -2.96084, -5.30464], [-0.31117, -3.12883, -4.29797], [-1.91682, -5.37479, -5.56569], [-0.13643, -5.17318, -5.43552], [-2.67149, -1.34874, -0.84102], [-3.44076, -0.62654, -0.25386], [-3.09845, 0.58589, 0.26151], [-4.21249, 1.12391, 0.98408], [-5.42642, 0.42290, 0.42291], [-4.87816, -0.93850, 0.05649], [-4.06936, 0.91906, 2.04839], [-4.26033, 2.20501, 0.83498], [-6.26333, 0.38488, 1.12265], [-5.76637, 0.93723, -0.48233], [-4.91849, -1.63383, 0.89859], [-5.38625, -1.35595, -0.81318], [-7.45669, -0.41982, 3.44034], [-6.94139, 0.47455, 4.06401], [-5.67334, 0.92362, 3.84550], [-5.34541, 1.91114, 4.82906], [-6.67230, 2.43389, 5.32587], [-7.56731, 1.21959, 5.20964], [-4.76318, 1.43300, 5.62265], [-4.74149, 2.69828, 4.37262], [-6.62165, 2.84648, 6.33517], [-7.03437, 3.22177, 4.65711], [-7.52585, 0.59564, 6.10572], [-8.59609, 1.49884, 4.98133], [4.19817, -5.14585, 1.83319], [3.95834, -4.68486, 2.92267], [4.84650, -3.95895, 3.65579], [4.27601, -3.66481, 4.93537], [2.78309, -3.78277, 4.74174], [2.67438, -4.85986, 3.68501], [4.65944, -4.38689, 5.66244], [4.56962, -2.66026, 5.24649], [2.24659, -4.01648, 5.66319], [2.38440, -2.84145, 4.34873], [2.65387, -5.86039, 4.12370], [1.80961, -4.70395, 3.03936], [-6.10465, -4.71689, -6.81043], [-5.78715, -5.41582, -5.88061], [-4.93262, -5.02811, -4.89186], [-4.69283, -6.13444, -4.01491], [-5.87100, -7.05874, -4.20864], [-6.22653, -6.83638, -5.66184], [-3.74527, -6.60432, -4.29627], [-4.61895, -5.77832, -2.98530], [-5.64598, -8.09908, -3.96662], [-6.70317, -6.73701, -3.57372], [-5.65723, -7.49187, -6.32538], [-7.29709, -6.94747, -5.83536]]}


4.
{"formula": "C5H37NO13", "method": "the ωB97M-V functional and the def2-TZVPD basis", "orbital_gap_ev": 9.54, "charge": 0, "lumo_ev": -0.38, "symbols": ["C", "C", "C", "C", "C", "N", "H", "H", "H", "H", "H", "H", "H", "H", "H", "H", "H", "H", "H", "O", "H", "H", "O", "H", "H", "O", "H", "H", "O", "H", "H", "O", "H", "H", "O", "H", "H", "O", "H", "H", "O", "H", "H", "O", "H", "H", "O", "H", "H", "O", "H", "H", "O", "H", "H", "O"], "positions_angstrom": [[-0.52865, 1.22277, 3.53316], [0.62209, 0.87812, 2.55007], [0.27373, 1.23066, 1.11004], [1.20145, 2.20685, 0.46705], [1.37322, 2.20219, -0.83987], [0.91822, -0.59036, 2.41267], [-0.34640, 0.76407, 4.50575], [-0.59142, 2.31407, 3.67226], [-1.48123, 0.76876, 3.21415], [1.48092, 1.45307, 2.90874], [-0.68420, 1.83159, 1.16832], [-0.18115, 0.38298, 0.56273], [1.46283, 3.09683, 1.04102], [1.83287, 2.97443, -1.50785], [1.15676, 1.40358, -1.56551], [1.42045, -0.97626, 3.22216], [0.10158, -1.19824, 2.26106], [-1.09997, 1.55594, -2.35659], [-0.71138, 0.57886, -3.50441], [-1.38582, 1.24540, -3.22887], [-1.97962, -2.94342, -1.54568], [-0.37442, -3.06896, -1.68796], [-1.15629, -3.29058, -1.18860], [-0.28239, 4.41301, -0.02846], [-0.63479, 3.82084, 1.33546], [-0.23769, 4.59556, 0.91688], [1.37688, -1.87602, -1.88272], [1.61475, -2.31224, -3.36885], [1.13716, -1.66766, -2.82579], [1.80652, -2.63635, 0.25450], [1.66527, -1.12391, 0.34452], [1.90778, -1.83602, -0.27106], [3.66164, -0.42812, 2.77694], [3.52984, 0.99611, 2.30234], [3.82244, 0.47958, 3.06355], [-2.42715, -0.30661, -3.17535], [-2.44736, -0.34533, -1.75143], [-2.85188, -0.84658, -2.47806], [0.72176, -0.51177, -4.15887], [1.52635, 0.69029, -4.62685], [0.79936, 0.11764, -4.89454], [-0.36927, -4.10476, 1.49264], [0.12476, -4.70471, 0.22204], [0.45686, -4.35011, 1.05781], [-4.29578, 0.76125, 2.33181], [-3.29017, 1.84789, 2.87658], [-3.37018, 1.00403, 2.42324], [3.18269, 1.19426, -2.42796], [2.43872, -0.13179, -2.97609], [2.74019, 0.76964, -3.16250], [-2.06408, -1.11288, 2.37570], [-2.57585, -2.24960, 3.24314], [-1.99720, -2.06720, 2.49568], [-2.10631, -0.27739, 0.45865], [-3.44827, 0.21559, 0.33089], [-2.57887, 0.40150, -0.05374]]}


no.,DFT total energy (a.u.),strongest force on any atom (eV/Å)
1,-404.6395,8.2
2,-721.0820,3.5
3,-2763.7514,6.6
4,-1245.5053,3.1